{
  "formula": "C3H3N3O",
  "method": "ωB97M-V/def2-TZVPD",
  "species": ["O", "C", "C", "N", "H", "H", "H", "N", "N", "C"],
  "positions_angstrom": [[-1.69, 0.46, 0.96], [0.92, -0.50, 0.18], [-1.52, -0.60, 0.38], [-0.25, 2.46, -0.57], [-0.16, -2.03, -0.63], [2.48, 0.51, -0.22], [-2.37, -1.28, 0.18], [0.81, 2.18, -0.66], [2.03, -0.10, 0.45], [-0.23, -1.10, -0.08]],
  "nbo_charge": [-0.54, 0.53, 0.41, 0.05, 0.26, 0.41, 0.12, -0.05, -0.60, -0.58],
  "smiles": "N=C=CC=O.N#N",
  "orbital_gap_ev": 10.20,
  "e_above_lowest_kj_mol": 87.6,
  "homo_ev": -9.71,
  "energy_ev": -9676.54681
}